Record 1
Formula: CH3IN2O
Source: OMol25
Level of theory: ωB97M-V/def2-TZVPD

CARTESIAN COORDINATES (ANGSTROEM)
1 C -0.509 -0.752 0.720
2 N 0.477 1.479 -1.606
3 N 0.576 0.461 -0.891
4 O -0.655 0.369 -0.082
5 I -0.152 -0.437 2.852
6 H 0.296 -1.249 0.431
7 H -1.359 -1.389 0.699
8 H 1.325 1.518 -2.123

Summary:
- frontier orbital gap (eV) = 9.74
- SMILES = [H]/N=N/OCI
- HOMO energy (eV) = -9.549
- net charge = 0
- LUMO energy (eV) = 0.194

Record 2
Formula: CH3IN2O2
Source: OMol25
Level of theory: ωB97M-V/def2-TZVPD

CARTESIAN COORDINATES (ANGSTROEM)
1 C -0.188 -0.943 -0.214
2 N -1.764 0.791 -0.984
3 N -1.128 -0.491 -0.789
4 O 0.646 -1.688 0.145
5 O 0.884 1.068 0.840
6 I 1.701 -0.114 2.072
7 H -1.201 1.394 -0.297
8 H -1.446 1.126 -1.880
9 H 2.496 -1.143 1.107

Summary:
- frontier orbital gap (eV) = 8.89
- HOMO energy (eV) = -9.317
- net charge = 0
- LUMO energy (eV) = -0.430

Record 3
Formula: CH3IN2O2
Source: OMol25
Level of theory: ωB97M-V/def2-TZVPD

CARTESIAN COORDINATES (ANGSTROEM)
1 C -0.563 0.587 -0.151
2 N 1.862 -0.138 -0.032
3 N 0.390 -0.269 -0.083
4 O -0.819 1.723 -0.151
5 O -1.771 -0.597 -0.326
6 I -3.591 -0.062 -0.043
7 H 2.138 0.829 0.235
8 H 2.278 -0.878 0.614
9 H 0.076 -1.194 -0.062

Summary:
- frontier orbital gap (eV) = 8.81
- SMILES = NNC(=O)OI
- HOMO energy (eV) = -8.819
- net charge = 0
- LUMO energy (eV) = -0.004

Record 4
Formula: CH3IN2O2
Source: OMol25
Level of theory: ωB97M-V/def2-TZVPD

CARTESIAN COORDINATES (ANGSTROEM)
1 C -1.507 0.685 -0.806
2 N -0.221 0.570 1.303
3 N -0.972 0.019 0.150
4 O -1.372 1.609 -1.519
5 O -3.210 -0.582 -1.037
6 I -4.716 0.099 0.087
7 H 0.590 -0.049 1.423
8 H 0.122 1.454 1.107
9 H -1.225 -0.916 0.481

Summary:
- frontier orbital gap (eV) = 7.86
- HOMO energy (eV) = -8.443
- net charge = 0
- LUMO energy (eV) = -0.578

Record 5
Formula: CH3IN5
Source: OMol25
Level of theory: ωB97M-V/def2-TZVPD

CARTESIAN COORDINATES (ANGSTROEM)
1 C -0.778 -0.817 0.032
2 N -1.276 -0.206 -0.952
3 N -0.576 0.906 -1.230
4 N 0.425 -0.178 0.323
5 N 0.539 0.920 -0.461
6 N 1.323 -0.386 1.325
7 I -1.592 1.924 -3.157
8 H -1.325 -1.674 0.540
9 H 1.092 -0.610 2.237
10 H 2.168 0.122 1.343

Summary:
- frontier orbital gap (alpha / beta) (eV) = 10.22 / 5.64
- HOMO energy (alpha / beta) (eV) = -13.980 / -14.107
- net charge = +1
- 2S+1 = 3
- LUMO energy (alpha / beta) (eV) = -3.760 / -8.465

Record 6
Formula: CH3INP
Source: OMol25
Level of theory: ωB97M-V/def2-TZVPD

CARTESIAN COORDINATES (ANGSTROEM)
1 C -0.457 0.466 -0.680
2 N -0.297 -0.703 -0.799
3 P 0.024 -2.174 -1.402
4 I 0.727 1.830 2.264
5 H 0.825 1.957 0.733
6 H -1.333 0.909 -0.099
7 H 0.511 -2.286 -0.016

Summary:
- frontier orbital gap (eV) = 7.72
- HOMO energy (eV) = -8.081
- net charge = 0
- LUMO energy (eV) = -0.363

Record 7
Formula: CH3IO
Source: OMol25
Level of theory: ωB97M-V/def2-TZVPD

CARTESIAN COORDINATES (ANGSTROEM)
1 C -0.327 -0.050 0.232
2 O -1.354 0.562 1.006
3 I -2.962 -0.843 1.112
4 H 0.382 0.837 0.051
5 H -0.573 -0.166 -0.803
6 H -0.023 -1.018 0.694

Summary:
- frontier orbital gap (eV) = 8.39
- HOMO energy (eV) = -9.712
- net charge = 0
- LUMO energy (eV) = -1.318

Record 8
Formula: CH3IO2P
Source: OMol25
Level of theory: ωB97M-V/def2-TZVPD

CARTESIAN COORDINATES (ANGSTROEM)
1 C 1.043 0.404 0.038
2 O -0.889 -1.386 1.216
3 O -0.874 -1.206 -1.319
4 P -0.796 -0.591 0.002
5 I -2.617 1.206 0.053
6 H 1.011 1.334 -0.555
7 H 1.554 0.538 1.064
8 H 1.567 -0.300 -0.498

Summary:
- frontier orbital gap (eV) = 8.30
- SMILES = C[P@](=O)([O-])I
- HOMO energy (eV) = -5.106
- net charge = -1
- LUMO energy (eV) = 3.198